A molecular structure, C26H57IrN10Si at a distorted geometry. Source: the Open Molecules 2025 dataset; level of theory: ωB97M-V/def2-TZVPD.

HOMO level (alpha / beta)   -16.564 / -16.655 eV
⟨S²⟩   0.82
Molar mass   730.1 g mol⁻¹
Total energy   -53475.4849 eV
Largest force on an atom   2.8 eV Å⁻¹
Kohn-Sham gap (alpha / beta)   5.346 / 5.943 eV

Structure (ORCA input):
```
! RIJCOSX wB97M-V def2-TZVPD def2/J DEFGRID3
* xyz 3 2
Ir -0.19523 -0.43300 -1.29942
C 3.75607 0.68790 -3.71972
N 2.76907 -0.21530 -3.16642
C 1.59247 -0.39690 -3.98002
C 2.95327 -0.87820 -2.00872
N 1.90007 -1.28900 -1.31242
C 2.11997 -2.38010 -0.36952
C 0.86647 -3.24040 -0.26752
N -0.31563 -2.44220 0.12058
C -0.28793 -1.97630 1.46548
C -0.99013 0.44450 1.30108
N -0.51303 1.26640 0.21448
C 0.30977 2.22800 0.57658
N 0.69727 3.14460 -0.32782
C 1.90687 3.92250 -0.18602
C 0.17847 3.05890 -1.67142
N 0.72477 2.33690 1.90088
C 0.50587 3.56570 2.63908
C 1.52747 1.30410 2.52598
C -1.53943 -3.14810 -0.27482
C -2.73773 -2.20630 -0.33242
N -2.48213 -1.09690 -1.23782
C -3.49023 -0.42200 -1.73762
N -3.26813 0.43710 -2.77082
C -3.99843 1.68340 -2.89072
C -2.05743 0.33310 -3.52022
N -4.79603 -0.54200 -1.34812
C -5.84613 -0.62850 -2.34002
C -5.24643 -0.68150 0.01578
N 4.23777 -1.07890 -1.60522
C 5.25767 -1.57400 -2.51082
C 4.68137 -0.93410 -0.23692
H 3.24057 1.56800 -4.10862
H 4.31117 0.23810 -4.54502
H 4.45547 1.00770 -2.95122
H 1.08607 0.55710 -4.14142
H 0.91507 -1.11360 -3.50562
H 1.88057 -0.79370 -4.95632
H 2.37987 -2.01680 0.62908
H 2.93727 -3.01890 -0.71852
H 1.03637 -4.05620 0.44338
H 0.66557 -3.68080 -1.24482
H 0.85207 -0.42990 0.78278
H -0.80163 -2.53500 2.22938
H -1.24293 1.03170 2.18308
H -1.87943 -0.06880 0.95068
H 2.21667 3.98210 0.84908
H 1.75227 4.92960 -0.56552
H 2.71177 3.45610 -0.76082
H -0.88933 2.85410 -1.63422
H 0.68387 2.25230 -2.22432
H 0.34837 4.00630 -2.18312
H -0.08243 4.25900 2.04068
H 1.44037 4.05590 2.93088
H -0.04683 3.33710 3.55288
H 2.38947 1.11740 1.86528
H 1.78027 -0.74630 3.00888
H 1.92627 1.73150 3.44408
H -1.75103 -3.96750 0.42278
H -1.38103 -3.57160 -1.26842
H -2.93993 -1.85600 0.68558
H -3.60113 -2.78340 -0.67502
H -4.76953 1.76450 -2.13162
H -4.46183 1.76380 -3.87392
H -3.31453 2.52600 -2.76562
H -1.95633 -0.67060 -3.93272
H -1.16353 0.54430 -2.86702
H -2.07663 1.05670 -4.32932
H -5.44673 -0.52280 -3.34352
H -6.60613 0.13730 -2.17252
H -6.33513 -1.60290 -2.26522
H -4.53863 -0.23280 0.70768
H -5.43033 -1.71970 0.30278
H -6.19483 -0.15040 0.11348
H 4.81577 -1.88200 -3.45382
H 5.72967 -2.44700 -2.05412
H 6.03827 -0.83300 -2.69682
H 3.94997 -0.38230 0.34848
H 5.61367 -0.36640 -0.23832
H 4.88647 -1.89730 0.23628
C -0.00403 -2.05640 4.99888
Si 0.01997 -0.18440 4.63958
C -1.70783 0.59440 4.70608
C 1.20467 0.78140 5.76398
C 0.92077 -0.08660 2.84978
C 0.15637 -0.57600 1.63508
H 0.07957 -2.19410 6.07428
H 0.81857 -2.59810 4.54178
H -0.93393 -2.52690 4.69748
H -2.10083 0.44080 5.70748
H -2.41093 0.13820 4.01748
H -1.71043 1.66880 4.53888
H 0.95997 0.54790 6.79628
H 1.10977 1.85840 5.66178
H 2.24397 0.51220 5.60598
*
```

=====

10 unconnected molecules or ions with the total composition C26H57N3O7S7 at a distorted geometry. Source: the Open Molecules 2025 dataset; level of theory: ωB97M-V/def2-TZVPD.

HOMO level   -7.538 eV
Energy relative to the best compared isomer or geometry (same formula, charge and spin)   62.0 kcal per mole
Molar mass   748.2 g mol⁻¹
Total energy   -122526.9177 eV
Largest force on an atom   3.4 eV Å⁻¹
Kohn-Sham gap   7.506 eV

Structure (ORCA input):
```
! RIJCOSX wB97M-V def2-TZVPD def2/J DEFGRID3
* xyz 0 1
C 0.84540 7.96751 -16.09196
S 2.29792 8.96242 -16.69186
O 2.84248 9.63183 -15.41803
C 3.43742 7.63683 -17.32835
H 0.52618 7.23405 -16.83239
H 0.00697 8.64977 -15.95174
H 1.18199 7.53084 -15.15169
H 3.35265 7.37286 -18.38250
H 3.51288 6.70624 -16.76587
H 4.35759 8.22073 -17.30661
C -3.37906 10.36509 -19.85543
S -4.33068 9.65348 -21.28524
O -3.75261 10.27068 -22.55905
C -5.98939 10.36228 -20.99197
H -4.01462 10.22774 -18.98060
H -3.21947 11.44299 -19.88316
H -2.42015 9.86109 -19.73468
H -6.70229 10.10401 -21.77501
H -5.85872 11.44437 -20.98173
H -6.39223 9.93208 -20.07504
C 0.15049 9.76422 -19.52455
S 0.12368 7.86452 -19.63301
O -1.17741 7.48703 -20.34697
C 1.51490 7.67846 -20.81949
H -0.06745 10.30438 -20.44588
H 1.07611 10.11973 -19.07185
H -0.40655 10.10668 -18.65247
H 1.31756 8.27470 -21.71036
H 1.79791 6.67562 -21.13940
H 2.52094 7.90316 -20.46523
C -7.08678 4.08612 -19.58558
S -5.97486 5.52888 -19.39756
O -7.02809 6.60524 -19.10876
C -5.31983 5.77736 -21.08176
H -6.56700 3.15343 -19.80473
H -7.68796 4.31594 -20.46528
H -7.58188 3.98258 -18.62004
H -6.12787 5.91563 -21.80014
H -4.87006 4.85087 -21.43871
H -4.54052 6.52834 -21.21132
C -6.75642 4.80192 -13.51426
S -5.38531 5.26099 -14.71469
O -4.02220 5.12206 -14.02716
C -5.56279 3.79520 -15.82217
H -6.60089 3.88652 -12.94334
H -7.71945 4.71266 -14.01694
H -6.72808 5.64036 -12.81832
H -6.59654 3.61130 -16.11482
H -5.29208 2.92358 -15.22626
H -4.89790 3.76198 -16.68525
C -8.74785 9.43453 -18.06690
S -8.98147 11.03259 -18.88832
O -9.19295 10.86432 -20.37619
C -10.62416 11.45107 -18.05662
H -7.89904 8.87436 -18.45912
H -9.67049 8.85425 -18.07808
H -8.48482 9.52537 -17.01302
H -11.08947 12.34642 -18.46886
H -10.47802 11.64431 -16.99388
H -11.24854 10.56586 -18.17766
C -2.95711 6.94124 -17.28943
S -3.39524 8.51054 -16.40593
O -2.60158 9.57092 -17.14587
C -5.17211 8.54796 -16.86327
H -3.34734 6.95885 -18.30703
H -3.48458 6.07922 -16.88104
H -1.87174 6.84261 -17.27049
H -5.49816 9.45468 -16.35368
H -5.70845 7.68443 -16.46988
H -5.29934 8.58688 -17.94512
N -6.62835 11.73740 -14.11941
C -6.96484 11.88885 -15.39763
C -7.87873 12.88629 -15.45100
C -8.07309 13.46602 -14.23454
C -7.29907 12.70038 -13.36268
H -6.03966 10.99349 -13.77279
H -6.59680 11.27886 -16.20934
H -8.39480 13.26692 -16.32003
H -8.65120 14.36558 -14.08293
H -7.09429 12.77150 -12.30466
N -2.39169 12.27818 -17.15922
C -3.38219 13.04755 -16.66782
C -3.17944 14.37798 -17.18417
C -2.06857 14.33262 -18.05150
C -1.60053 13.07567 -17.94911
H -2.41615 11.27297 -17.06407
H -4.19384 12.59923 -16.11407
H -3.63714 15.31605 -16.90681
H -1.73249 15.19861 -18.60243
H -0.77186 12.66160 -18.50431
N -1.23946 4.65315 -18.93512
C -2.13881 4.07844 -19.74733
C -2.80402 3.12747 -19.00158
C -2.11325 2.94649 -17.76200
C -1.13945 3.92312 -17.78018
H -0.72927 5.47429 -19.22759
H -2.30534 4.53085 -20.71376
H -3.56506 2.42817 -19.31493
H -2.27645 2.27847 -16.92922
H -0.37226 4.12276 -17.04672
*
```

=====

Question: Among the records above, which one has the highest total energy?
Answer: C26H57IrN10Si